{
  "formula": "C69H85N3O3P3PbSTe",
  "method": "ωB97M-V with the def2-TZVPD basis set",
  "elements": ["Pb", "C", "C", "C", "C", "C", "O", "C", "N", "C", "C", "C", "C", "C", "C", "P", "C", "C", "C", "C", "C", "C", "C", "C", "C", "C", "C", "C", "H", "H", "H", "H", "H", "H", "H", "H", "H", "H", "H", "H", "H", "H", "H", "H", "H", "H", "H", "H", "H", "H", "H", "H", "C", "P", "C", "N", "C", "C", "C", "C", "C", "C", "N", "C", "P", "C", "C", "C", "C", "C", "C", "C", "C", "C", "H", "H", "H", "H", "H", "H", "H", "H", "H", "H", "H", "H", "H", "H", "H", "H", "H", "H", "H", "H", "H", "H", "H", "H", "H", "H", "H", "H", "C", "C", "C", "C", "C", "C", "Te", "C", "C", "C", "H", "H", "H", "H", "H", "H", "H", "H", "H", "H", "H", "C", "C", "C", "C", "C", "C", "C", "S", "C", "O", "H", "H", "H", "H", "H", "H", "H", "H", "H", "H", "C", "C", "C", "C", "C", "C", "C", "O", "C", "C", "C", "H", "H", "H", "H", "H", "H", "H", "H", "H", "H", "H", "H"],
  "xyz": [[-0.37, -0.26, 0.69], [3.34, -2.59, 2.32], [3.56, -1.66, 1.14], [2.87, -2.20, -0.10], [3.20, -0.19, 1.41], [4.23, 0.45, 2.34], [3.44, 1.22, 3.26], [2.15, 0.91, 3.05], [1.90, 0.11, 2.08], [1.28, 1.58, 4.06], [1.86, 1.63, 5.34], [1.30, 2.38, 6.36], [0.17, 3.13, 6.10], [-0.43, 3.06, 4.86], [0.09, 2.28, 3.82], [-0.89, 2.29, 2.24], [-0.55, 3.96, 1.57], [0.47, 4.76, 2.09], [0.70, 6.03, 1.56], [-0.08, 6.50, 0.51], [-1.09, 5.70, -0.02], [-1.32, 4.43, 0.50], [-2.59, 2.43, 2.90], [-3.21, 3.65, 3.17], [-4.48, 3.68, 3.74], [-5.14, 2.49, 4.05], [-4.54, 1.28, 3.75], [-3.28, 1.25, 3.17], [4.01, -3.45, 2.25], [2.31, -2.97, 2.32], [3.52, -2.11, 3.29], [4.63, -1.63, 0.92], [1.78, -2.18, 0.02], [3.16, -3.24, -0.29], [3.13, -1.62, -0.99], [3.19, 0.32, 0.45], [4.93, 1.11, 1.84], [4.80, -0.29, 2.91], [2.77, 1.08, 5.52], [1.78, 2.39, 7.33], [-0.25, 3.77, 6.87], [-1.33, 3.63, 4.69], [1.07, 4.42, 2.92], [1.47, 6.66, 1.98], [0.08, 7.50, 0.12], [-1.72, 6.07, -0.82], [-2.11, 3.81, 0.10], [-2.71, 4.59, 2.95], [-4.95, 4.63, 3.96], [-6.12, 2.52, 4.50], [-5.06, 0.35, 3.97], [-2.83, 0.31, 2.90], [-3.03, -2.71, 2.02], [-1.23, -2.45, 2.17], [-0.57, -3.92, 1.22], [-0.21, -4.93, 1.98], [0.19, -6.09, 1.41], [0.54, -7.19, 2.22], [0.89, -8.37, 1.63], [0.94, -8.48, 0.22], [0.64, -7.42, -0.59], [0.25, -6.20, 0.00], [-0.04, -5.13, -0.77], [-0.45, -4.01, -0.22], [-0.71, -2.59, -1.40], [0.67, -2.85, -2.58], [-2.17, -3.11, -2.48], [-1.97, -4.44, -3.20], [-2.32, -1.97, -3.50], [-3.43, -3.19, -1.62], [-0.90, -2.66, 4.02], [0.61, -2.65, 4.27], [-1.51, -1.43, 4.71], [-1.53, -3.93, 4.61], [-3.26, -3.76, 2.20], [-3.35, -2.43, 1.02], [-3.56, -2.09, 2.74], [0.49, -7.09, 3.30], [1.15, -9.23, 2.24], [1.22, -9.43, -0.23], [0.67, -7.50, -1.67], [1.07, -3.86, -2.47], [1.46, -2.12, -2.43], [0.30, -2.73, -3.60], [-1.11, -4.43, -3.87], [-2.86, -4.64, -3.80], [-1.84, -5.26, -2.50], [-1.53, -1.97, -4.25], [-2.32, -1.00, -3.00], [-3.27, -2.08, -4.03], [-3.36, -3.99, -0.88], [-4.29, -3.42, -2.27], [-3.62, -2.24, -1.13], [1.06, -3.60, 3.97], [1.11, -1.83, 3.75], [0.79, -2.52, 5.34], [-1.06, -0.50, 4.35], [-1.30, -1.51, 5.78], [-2.59, -1.38, 4.60], [-1.13, -4.82, 4.16], [-2.62, -3.93, 4.52], [-1.29, -3.95, 5.68], [7.12, -0.03, -6.33], [5.94, 0.19, -5.42], [6.11, 0.37, -4.05], [5.03, 0.58, -3.20], [5.35, 0.72, -1.72], [3.73, 0.61, -3.75], [2.09, 0.88, -2.49], [3.53, 0.41, -5.13], [2.19, 0.37, -5.82], [4.65, 0.20, -5.93], [8.05, -0.08, -5.77], [7.20, 0.78, -7.06], [7.01, -0.96, -6.89], [7.11, 0.33, -3.63], [6.24, 1.32, -1.58], [5.55, -0.27, -1.30], [4.53, 1.17, -1.16], [1.36, 0.55, -5.15], [2.04, -0.61, -6.28], [2.15, 1.10, -6.63], [4.50, 0.03, -7.00], [-9.39, 0.32, 1.48], [-7.95, 0.51, 1.09], [-7.07, -0.56, 1.03], [-5.75, -0.39, 0.63], [-5.31, 0.87, 0.30], [-6.16, 1.97, 0.38], [-7.47, 1.79, 0.76], [-3.65, 1.19, -0.26], [-4.01, 1.22, -2.02], [-2.82, -0.07, -0.03], [-9.57, -0.68, 1.87], [-10.04, 0.47, 0.62], [-9.69, 1.05, 2.24], [-7.42, -1.56, 1.29], [-5.07, -1.24, 0.58], [-5.79, 2.97, 0.14], [-8.14, 2.64, 0.82], [-4.41, 0.25, -2.31], [-3.09, 1.44, -2.55], [-4.75, 2.00, -2.19], [5.50, 4.15, -4.34], [4.13, 3.80, -3.84], [3.04, 3.70, -4.74], [1.77, 3.45, -4.32], [0.60, 3.43, -5.26], [1.55, 3.15, -2.93], [0.13, 3.22, -2.39], [-0.36, 2.40, -1.65], [2.65, 3.31, -1.97], [2.41, 3.49, -0.49], [3.91, 3.64, -2.49], [5.55, 4.08, -5.43], [6.25, 3.49, -3.91], [5.75, 5.17, -4.05], [3.22, 3.88, -5.80], [0.93, 3.37, -6.30], [0.01, 4.35, -5.16], [-0.06, 2.59, -5.06], [-0.45, 4.10, -2.71], [2.19, 4.54, -0.31], [3.30, 3.23, 0.07], [1.57, 2.91, -0.11], [4.72, 3.82, -1.79]],
  "charge": 3,
  "relative_energy_kcal_mol": 5.9,
  "orbital_gap_ev": 6.3
}


{
  "formula": "C2H5O3Tl",
  "method": "ωB97M-V with the def2-TZVPD basis set",
  "elements": ["H", "O", "O", "C", "H", "Tl", "O", "C", "H", "H", "H"],
  "xyz": [[-1.07, 0.52, 2.13], [0.66, 1.22, 1.37], [1.42, 0.14, 1.66], [-0.62, 1.07, 1.29], [-1.12, 2.02, 1.08], [2.79, -0.79, -0.17], [0.88, -1.05, -1.65], [-0.41, -0.82, -1.56], [-0.92, -0.63, -2.52], [-0.87, -1.73, -1.10], [-0.74, 0.04, -0.53]],
  "multiplicity": 2,
  "charge": 1,
  "s_squared": 0.8796,
  "relative_energy_kcal_mol": 27.6,
  "orbital_gap_ev": [8.8, 7.0]
}


{
  "formula": "C3H7NO3",
  "method": "ωB97M-V with the def2-TZVPD basis set",
  "elements": ["C", "C", "O", "N", "O", "C", "O", "H", "H", "H", "H", "H", "H", "H"],
  "xyz": [[-1.76, -0.95, 0.03], [-0.97, 0.10, -0.11], [-1.67, 1.42, -0.56], [0.16, 0.48, 0.56], [0.85, 1.59, -0.01], [1.21, -0.79, 0.40], [1.69, -0.96, -0.88], [-2.77, -0.89, -0.33], [-1.44, -1.87, 0.48], [-0.98, 1.98, -0.97], [0.93, 2.21, 0.73], [0.73, -1.72, 0.72], [1.97, -0.50, 1.12], [2.05, -0.11, -1.19]],
  "charge": 0,
  "relative_energy_kcal_mol": 115.5,
  "smiles": "C=C(O)N(O)CO",
  "orbital_gap_ev": 9.1
}


{
  "formula": "C32H24AsF6FeGeNO5S",
  "method": "ωB97M-V with the def2-TZVPD basis set",
  "elements": ["Fe", "O", "N", "C", "C", "C", "C", "C", "S", "H", "H", "H", "H", "O", "C", "O", "C", "C", "C", "C", "O", "C", "O", "C", "C", "H", "H", "H", "H", "H", "C", "Ge", "C", "C", "C", "C", "C", "C", "C", "C", "C", "C", "C", "C", "C", "C", "C", "C", "C", "C", "H", "H", "H", "H", "H", "H", "H", "H", "H", "H", "H", "H", "H", "H", "H", "F", "As", "F", "F", "F", "F", "F"],
  "xyz": [[0.15, 0.24, -0.66], [0.17, 0.32, 1.33], [-0.60, -0.52, 1.97], [-0.24, -0.83, 3.24], [-1.04, -1.65, 3.99], [-2.22, -2.15, 3.43], [-2.54, -1.84, 2.13], [-1.70, -1.02, 1.36], [-2.00, -0.58, -0.28], [0.70, -0.39, 3.55], [-0.74, -1.90, 4.99], [-2.88, -2.78, 4.01], [-3.44, -2.22, 1.66], [-1.28, 4.02, -0.25], [-0.39, 3.18, -0.33], [-0.60, 1.97, -0.73], [1.03, 3.59, -0.04], [1.55, 4.68, -0.72], [2.89, 5.06, -0.59], [3.66, 4.31, 0.26], [5.00, 4.45, 0.56], [5.32, 3.32, 1.39], [4.12, 2.68, 1.74], [3.14, 3.24, 0.96], [1.83, 2.85, 0.85], [0.90, 5.23, -1.38], [3.30, 5.91, -1.12], [5.83, 3.67, 2.29], [5.95, 2.63, 0.82], [1.45, 2.01, 1.41], [-0.20, -0.16, -2.51], [0.36, -1.93, -3.11], [-0.07, -2.03, -5.04], [-0.57, -0.94, -5.74], [-0.80, -1.01, -7.11], [-0.51, -2.17, -7.81], [0.00, -3.27, -7.13], [0.22, -3.20, -5.76], [2.28, -2.25, -3.04], [3.04, -1.81, -4.12], [4.43, -1.93, -4.12], [5.07, -2.48, -3.02], [4.33, -2.90, -1.93], [2.95, -2.78, -1.94], [-0.81, -3.30, -2.33], [-0.41, -4.23, -1.38], [-1.33, -5.10, -0.80], [-2.67, -5.05, -1.18], [-3.08, -4.14, -2.13], [-2.15, -3.27, -2.70], [-0.80, -0.03, -5.21], [-1.19, -0.15, -7.64], [-0.67, -2.22, -8.88], [0.23, -4.18, -7.67], [0.62, -4.06, -5.24], [2.56, -1.37, -4.98], [5.00, -1.57, -4.96], [6.15, -2.55, -3.00], [4.82, -3.27, -1.04], [2.40, -3.04, -1.04], [0.62, -4.28, -1.06], [-1.00, -5.81, -0.05], [-3.39, -5.72, -0.71], [-4.12, -4.09, -2.43], [-2.49, -2.55, -3.44], [0.66, -1.51, -0.55], [3.26, -0.50, 1.97], [4.07, -1.94, 1.08], [4.87, -0.26, 2.69], [1.76, 0.73, -1.11], [2.62, 0.63, 3.38], [2.62, -1.78, 3.04]],
  "multiplicity": 5,
  "charge": -2,
  "s_squared": 6.0877,
  "relative_energy_kcal_mol": 151.3,
  "orbital_gap_ev": [7.1, 7.2]
}


{
  "formula": "C9H56ClFNO23S",
  "method": "ωB97M-V with the def2-TZVPD basis set",
  "elements": ["C", "C", "C", "C", "C", "Cl", "S", "O", "O", "F", "C", "C", "C", "C", "N", "O", "H", "H", "H", "H", "H", "H", "H", "H", "H", "H", "H", "H", "H", "H", "H", "H", "O", "H", "H", "O", "H", "H", "O", "H", "H", "O", "H", "H", "O", "H", "H", "O", "H", "H", "O", "H", "H", "O", "H", "H", "O", "H", "H", "O", "H", "H", "O", "H", "H", "O", "H", "H", "O", "H", "H", "O", "H", "H", "O", "H", "H", "O", "H", "H", "O", "H", "H", "O", "H", "H", "O", "H", "H", "O", "H", "H"],
  "xyz": [[0.75, 3.83, -1.61], [1.09, 2.32, -1.35], [1.77, 1.81, -2.65], [-0.27, 1.64, -1.15], [-0.15, 0.20, -0.60], [0.27, -1.01, -1.85], [-1.82, -0.29, 0.05], [-2.32, 0.63, 1.05], [-1.71, -1.69, 0.48], [-2.77, -0.21, -1.24], [0.76, 0.20, 0.64], [2.08, 0.97, 0.49], [3.15, 0.02, -0.11], [2.54, 1.25, 1.96], [1.96, 2.28, -0.17], [3.09, 2.84, -0.37], [-0.28, 3.95, -1.96], [0.84, 4.35, -0.65], [1.48, 4.29, -2.27], [2.46, 0.98, -2.51], [2.33, 2.62, -3.11], [1.00, 1.53, -3.37], [-0.87, 2.20, -0.42], [-0.80, 1.59, -2.10], [0.18, 0.61, 1.48], [1.01, -0.83, 0.89], [3.72, -0.38, 0.72], [2.68, -0.85, -0.59], [3.85, 0.50, -0.80], [3.54, 1.67, 1.95], [2.48, 0.34, 2.56], [1.88, 2.04, 2.34], [-2.36, -2.62, -3.13], [-3.14, -2.20, -2.75], [-1.66, -2.37, -2.52], [1.11, -3.36, 0.59], [0.36, -2.85, 0.90], [0.75, -4.26, 0.48], [-2.86, 3.15, -1.53], [-3.60, 3.66, -1.20], [-3.21, 2.26, -1.59], [-1.70, -5.01, 0.27], [-2.12, -4.23, 0.63], [-1.83, -4.92, -0.68], [-1.97, 3.04, 3.19], [-2.01, 2.82, 4.13], [-2.03, 2.18, 2.75], [-4.19, -3.68, -5.35], [-4.26, -3.10, -6.11], [-3.66, -3.18, -4.71], [2.55, -0.72, 4.28], [3.27, -1.29, 4.59], [1.81, -0.95, 4.85], [-3.78, -4.58, -1.59], [-4.53, -4.64, -1.00], [-4.18, -4.51, -2.47], [3.89, -2.19, 1.79], [3.37, -2.03, 2.59], [3.76, -3.12, 1.61], [-5.42, 2.10, -1.91], [-6.17, 2.60, -1.57], [-5.76, 1.20, -1.95], [-0.28, 1.39, -5.55], [-0.25, 0.43, -5.61], [0.03, 1.70, -6.41], [1.04, -6.33, 0.15], [1.71, -6.93, 0.48], [0.28, -6.48, 0.73], [-3.73, -7.30, 0.35], [-2.91, -6.79, 0.39], [-4.41, -6.69, 0.64], [-8.33, 1.62, -1.18], [-9.08, 2.13, -0.85], [-8.67, 0.72, -1.23], [4.45, -2.13, 6.11], [4.53, -1.66, 6.95], [5.00, -2.91, 6.22], [4.69, 5.36, -1.07], [5.52, 4.93, -1.29], [4.20, 4.69, -0.59], [-2.12, 3.23, 6.53], [-2.90, 3.67, 6.87], [-1.42, 3.47, 7.15], [3.99, 3.58, -3.98], [4.26, 4.01, -3.15], [4.32, 4.17, -4.67], [5.99, 3.44, 0.85], [5.03, 3.48, 0.75], [6.15, 3.77, 1.74], [-0.08, -1.71, 3.86], [-0.81, -1.84, 4.48], [-0.52, -1.61, 3.01]],
  "multiplicity": 2,
  "charge": 0,
  "s_squared": 0.7538,
  "relative_energy_kcal_mol": 0.0,
  "orbital_gap_ev": [8.3, 9.5]
}


{
  "formula": "C15H15F5O15",
  "method": "ωB97M-V with the def2-TZVPD basis set",
  "elements": ["O", "C", "O", "C", "C", "F", "O", "H", "H", "H", "O", "C", "O", "C", "C", "F", "O", "H", "H", "H", "O", "C", "O", "C", "C", "F", "O", "H", "H", "H", "O", "C", "O", "C", "C", "F", "O", "H", "H", "H", "O", "C", "O", "C", "C", "F", "O", "H", "H", "H"],
  "xyz": [[9.38, 19.68, -12.02], [9.93, 18.87, -11.37], [9.42, 18.25, -10.27], [10.05, 16.98, -10.21], [11.40, 17.23, -10.89], [11.74, 16.23, -11.75], [11.22, 18.43, -11.57], [10.12, 16.62, -9.19], [9.50, 16.20, -10.76], [12.22, 17.35, -10.18], [6.05, 10.64, -18.58], [6.26, 11.47, -17.76], [7.33, 11.49, -16.94], [7.03, 12.41, -15.85], [6.14, 13.37, -16.58], [6.91, 14.27, -17.28], [5.46, 12.54, -17.47], [6.53, 11.83, -15.08], [7.99, 12.79, -15.52], [5.43, 13.94, -15.99], [15.04, 6.88, -13.19], [14.53, 7.93, -13.03], [14.36, 8.87, -13.99], [13.63, 9.96, -13.46], [13.61, 9.73, -11.97], [12.37, 9.82, -11.43], [14.05, 8.39, -11.84], [14.07, 10.90, -13.80], [12.60, 9.99, -13.85], [14.34, 10.35, -11.44], [9.51, 11.95, -13.82], [10.29, 12.23, -12.97], [11.59, 12.51, -13.18], [12.18, 12.94, -11.96], [11.15, 12.56, -10.90], [10.87, 13.66, -10.12], [9.98, 12.30, -11.65], [13.16, 12.49, -11.77], [12.28, 14.02, -12.01], [11.38, 11.71, -10.28], [15.51, 12.23, -12.10], [15.93, 13.32, -12.29], [15.34, 14.26, -13.05], [16.20, 15.39, -13.14], [17.13, 15.19, -11.95], [16.60, 15.81, -10.85], [17.08, 13.81, -11.74], [16.70, 15.41, -14.11], [15.64, 16.32, -13.05], [18.15, 15.52, -12.10]],
  "charge": 0,
  "relative_energy_kcal_mol": 4.7,
  "smiles": "O=C1OC[C@@H](F)O1.O=C1OC[C@@H](F)O1.O=C1OC[C@@H](F)O1.O=C1OC[C@@H](F)O1.O=C1OC[C@@H](F)O1",
  "orbital_gap_ev": 11.0
}


{
  "formula": "C6H13N",
  "method": "ωB97M-V with the def2-TZVPD basis set",
  "elements": ["C", "C", "C", "C", "C", "N", "C", "H", "H", "H", "H", "H", "H", "H", "H", "H", "H", "H", "H", "H"],
  "xyz": [[0.49, 2.30, 0.28], [0.68, 0.99, 0.35], [0.72, 0.10, -0.85], [-0.52, -0.83, -0.96], [-0.30, -1.88, -2.02], [0.66, 0.37, 1.62], [-0.55, 0.39, 2.39], [0.39, 2.87, 1.19], [0.46, 2.72, -0.70], [0.82, 0.68, -1.77], [1.62, -0.53, -0.84], [-1.31, -0.15, -1.25], [-0.73, -1.21, 0.04], [0.46, -2.60, -1.73], [-1.21, -2.42, -2.29], [0.08, -1.46, -2.96], [1.02, -0.57, 1.63], [-1.43, -0.05, 1.90], [-0.90, 1.38, 2.61], [-0.45, -0.10, 3.36]],
  "charge": 0,
  "relative_energy_kcal_mol": 17.3,
  "smiles": "C=C(CCC)NC",
  "orbital_gap_ev": 9.3
}


Number 1: strongest force on any atom 0.69 eV/A. Number 2: strongest force on any atom 3.45 eV/A. Number 3: strongest force on any atom 6.52 eV/A. Number 4: strongest force on any atom 0.42 eV/A. Number 5: strongest force on any atom 2.50 eV/A. Number 6: strongest force on any atom 1.64 eV/A. Number 7: strongest force on any atom 1.50 eV/A.